Density functional theory data (ωB97M-V/def2-TZVPD) for one molecule with the formula C5H6O.

Geometry as XYZ:
```
12
Properties=species:S:1:pos:R:3:forces:R:3:mulliken_charge:R:1
C 1.570433 -0.017469 0.000280 -0.552 -0.129 0.102 0.224
C -0.929436 -0.917347 -0.140577 -0.019 -0.056 0.008 -0.412
H 3.703483 0.034427 0.431254 -0.049 0.080 -0.057 0.277
H -1.632884 0.822829 -1.239729 -0.056 -0.100 0.118 0.315
H -1.099808 -1.672522 -0.914929 0.063 0.122 0.056 0.290
C -1.863218 0.285624 -0.315151 -0.086 0.072 -0.026 -1.091
C 0.466132 -0.490390 -0.121857 0.457 0.174 0.130 0.147
H -1.120301 -1.405570 0.823220 -0.031 0.009 -0.151 0.240
C 2.780296 0.639210 0.445835 0.017 0.290 0.145 -0.205
O 2.772706 1.775319 0.864080 0.151 -0.390 -0.200 -0.429
H -2.906711 -0.039470 -0.349418 0.129 0.040 0.008 0.331
H -1.740695 0.985354 0.516989 -0.024 -0.112 -0.133 0.312
```
Positions in Å, forces in eV/Å.

The value obtained for the energy is -269.2789 Ha. As for the SMILES: CCC#CC=O. The net charge is 0. For the energy relative to the best compared isomer or geometry (same formula, charge and spin), the calculation gives 176.92 kJ/mol. For the strongest force on any atom, the calculation gives 0.6 eV Å⁻¹. The value obtained for the HOMO-LUMO gap is 0.3905 hartree.